{
  "formula": "C5H13N2",
  "method": "the ωB97M-V functional and the def2-TZVPD basis",
  "symbols": ["H", "H", "N", "C", "C", "H", "N", "H", "H", "H", "C", "H", "H", "C", "H", "H", "C", "H", "H", "H"],
  "xyz": [[2.863, -0.004, -0.436], [0.360, -0.856, -1.030], [-3.424, -1.766, -0.716], [1.768, 0.556, 1.349], [-1.628, -0.219, -1.092], [-4.133, -1.047, -0.700], [-0.171, 0.015, -1.071], [-2.216, 0.621, -1.414], [1.635, -0.379, 1.890], [-1.427, -2.176, -0.399], [2.925, 0.661, 0.431], [3.083, 1.681, 0.082], [-3.662, -2.555, -0.136], [-2.120, -1.395, -0.703], [0.128, 0.503, -1.917], [0.155, 1.396, 2.394], [0.899, 1.526, 1.622], [0.124, 0.574, -0.247], [3.845, 0.364, 0.943], [0.996, 2.500, 1.150]],
  "atomic_forces_ev_per_a": [[-0.080, -0.047, -0.020], [-0.093, -0.040, 0.001], [-0.113, -0.008, 0.441], [-0.412, -0.183, 0.420], [0.049, -0.019, 0.052], [0.062, 0.005, -0.173], [-0.223, 0.091, -0.074], [0.021, 0.172, -0.044], [0.152, -0.061, -0.063], [-0.067, -0.040, -0.004], [0.606, 0.125, -0.196], [-0.129, -0.006, -0.073], [-0.022, -0.052, -0.136], [0.214, -0.119, -0.115], [0.037, -0.002, 0.002], [-0.195, 0.035, -0.067], [0.248, 0.162, -0.106], [0.114, -0.024, 0.027], [-0.103, -0.027, 0.022], [-0.066, 0.038, 0.106]],
  "e_lumo_ev": -3.1,
  "homo_ha": -0.477,
  "charge": 1
}